Entry from OMol25: a single C2H2ClFO2 molecule (ωB97M-V/def2-TZVPD).

Geometry (Å):
Cl  3.227945  1.026017  0.623478
F  0.234676  0.695409  0.631310
O  0.177129  -1.404835  0.199791
O  2.727270  -0.835645  -1.120788
C  1.017382  -0.421993  0.633887
C  2.331271  -0.238197  -0.199535
H  1.297429  -0.736847  1.650102
H  -0.066359  -1.166937  -0.663326

Atomic forces in eV per Å
Cl 0.562 0.389 -0.052
F 0.839 1.191 0.231
O 1.059 -1.235 1.238
O -0.002 -0.515 -0.731
C -0.734 -1.392 0.174
C -1.052 0.770 1.435
H 0.131 0.612 -0.148
H -0.802 0.179 -2.148

Summary:
LUMO level: 0.3 eV
max |F|: 2.30 eV/Å
HOMO level: -11.25 eV
Kohn-Sham gap: 11.51 eV
total charge: 0
structure (SMILES): O=C(Cl)[C@H](O)F
DFT total energy: -21440.8783 eV

Löwdin atomic charge list, values in e, 5 entries: atom 1 (Cl): 0.7133, atom 2 (F): 0.0366, atom 3 (O): 0.0769, atom 4 (O): 0.1216, atom 5 (C): -0.4545